No. 1
# C38H94N4O27S8

A structure of composition C38H94N4O27S8 in a non-equilibrium geometry (ωB97M-V with the def2-TZVPD basis set, OMol25).

Results
F_max in eV/Å: 10.35
Electronic energy in Eh: -6939.706474
Orbital gap in eV: 7.62

Each line ends with the Mulliken charge.
Positions of all 171 atoms, in Å:
S 26.097 -6.260 25.699  -0.13
S 33.109 -3.810 23.149  1.15
S 30.547 -4.945 27.624  1.06
S 24.490 -10.296 31.575  1.26
S 30.169 -11.176 24.486  1.17
S 18.308 -6.158 24.656  1.24
S 19.646 -10.065 28.524  1.27
S 26.544 -6.796 30.176  0.69
O 24.578 -9.217 32.509  -0.65
O 27.078 -5.626 26.505  0.13
O 24.788 -6.384 26.622  1.00
O 25.672 -10.844 31.013  -0.69
O 23.750 -11.546 32.286  -0.29
O 34.367 -4.318 22.705  -0.65
O 30.970 -5.925 26.680  -0.67
O 18.557 -4.756 24.821  -0.65
O 20.104 -9.121 29.497  -0.62
O 30.240 -5.743 28.980  -0.19
O 30.081 -10.892 25.884  -0.56
O 31.355 -3.805 27.929  -0.73
O 28.120 -6.940 30.021  0.26
O 30.086 -9.765 23.725  -0.52
O 31.246 -11.862 23.870  -0.69
O 25.421 -12.548 26.381  -0.57
O 32.736 -2.467 22.895  -0.63
O 26.146 -5.572 29.561  -0.61
O 17.187 -6.557 25.712  -0.29
O 19.998 -9.903 27.157  -0.65
O 18.069 -10.163 28.636  -0.26
O 31.973 -4.739 22.513  -0.34
O 25.967 -8.057 29.849  -0.04
O 17.965 -6.716 23.401  -0.66
O 26.372 -7.532 25.118  0.27
O 22.064 -4.544 31.783  -0.59
O 25.875 -3.150 28.001  -0.67
N 23.851 0.992 22.456  -0.42
N 22.252 -4.964 23.386  -0.34
N 26.674 -3.459 21.565  -0.48
N 24.925 -8.151 22.313  -0.40
C 28.639 -11.977 23.951  -0.27
C 24.141 -4.173 26.630  0.00
C 21.456 -4.366 22.769  0.45
C 31.141 -5.609 31.214  -1.40
C 22.864 -7.719 27.226  -0.23
C 23.660 -7.135 26.083  1.38
C 25.841 -10.430 27.509  0.88
C 21.925 -12.406 33.564  -1.29
C 32.131 -6.173 22.574  -0.87
C 28.886 -4.409 27.183  -0.14
C 28.929 -8.207 28.098  1.45
C 24.668 -10.219 23.824  0.11
C 17.515 -10.132 29.979  -0.06
C 22.823 -4.974 30.613  -0.45
C 26.451 -11.672 26.915  0.22
C 19.610 -7.098 25.430  -0.79
C 15.758 -6.357 27.620  -0.94
C 20.398 -3.680 22.027  -1.20
C 25.510 -5.189 24.424  -0.93
C 24.807 -9.053 22.955  0.28
C 20.151 -11.690 29.078  -0.97
C 23.304 -9.937 30.302  0.04
C 30.889 -6.747 23.256  0.04
C 24.718 -4.324 20.091  -0.70
C 22.597 -6.437 30.338  0.13
C 30.194 -4.976 30.192  0.04
C 23.509 -1.443 23.380  0.21
C 23.694 -0.088 22.864  0.06
C 16.052 -10.466 29.817  -1.37
C 29.042 -8.876 24.158  0.84
C 25.608 -3.731 26.717  0.93
C 16.969 -5.802 26.903  -0.11
C 28.653 -8.188 29.569  -1.54
C 25.812 -3.839 20.915  0.52
C 22.801 -11.192 33.317  -0.04
C 26.473 -6.536 31.915  -1.54
C 28.967 -7.733 23.156  -1.39
C 32.943 -4.173 24.878  -0.60
H 22.522 -4.399 29.733  0.44
H 29.169 -5.041 30.559  -0.17
H 22.809 -1.958 22.730  -0.14
H 16.851 -4.739 26.652  0.30
H 22.136 -10.382 32.989  0.26
H 22.740 -7.092 31.201  0.30
H 25.598 -10.776 23.887  -0.12
H 29.989 -6.368 22.781  0.59
H 28.058 -9.371 24.142  -0.01
H 24.845 -4.486 24.918  -0.12
H 23.073 -6.411 25.503  0.14
H 28.040 -8.123 27.484  -1.05
H 21.373 -12.648 32.660  0.22
H 28.890 -3.331 27.053  0.49
H 24.417 -9.840 24.813  -0.40
H 30.903 -7.839 23.165  0.49
H 25.440 -6.609 32.247  0.39
H 19.785 -6.663 26.415  0.15
H 26.228 -4.628 26.587  -0.90
H 29.478 -9.126 27.868  0.51
H 19.268 -8.117 25.563  0.34
H 15.513 -10.258 30.745  0.40
H 26.415 -4.757 24.004  0.57
H 23.521 -8.201 27.951  -1.27
H 28.506 -8.023 22.216  0.39
H 19.688 -3.237 22.719  0.30
H 32.125 -5.758 30.751  0.31
H 27.012 -7.333 32.433  0.41
H 23.363 -10.756 29.585  0.21
H 23.292 -10.860 34.230  0.31
H 33.570 -3.485 25.439  0.51
H 26.554 -9.613 27.513  -0.83
H 29.621 -7.410 27.819  -0.38
H 17.645 -9.135 30.395  0.27
H 28.398 -11.607 22.966  0.32
H 23.318 -6.734 29.570  -0.67
H 25.571 -3.796 28.663  0.27
H 30.508 -3.945 30.046  0.66
H 24.051 -4.971 27.379  -0.68
H 32.124 -6.536 21.545  0.46
H 26.999 -5.631 32.208  0.42
H 29.172 -8.517 25.181  -0.11
H 28.541 -6.830 23.592  -0.28
H 25.460 -10.601 28.512  -0.08
H 25.839 -13.373 26.118  0.32
H 21.230 -11.739 28.952  0.35
H 30.835 -6.635 31.430  0.25
H 24.831 -3.958 19.065  0.37
H 20.552 -7.033 24.889  0.40
H 19.876 -4.486 21.503  0.38
H 28.013 -9.027 29.851  0.39
H 24.000 -7.961 25.445  -1.41
H 33.042 -6.503 23.069  0.42
H 21.794 -3.635 31.625  0.34
H 27.871 -11.741 24.678  -0.38
H 16.110 -7.205 28.212  -0.01
H 23.910 -10.890 23.427  0.51
H 29.975 -7.373 22.904  -0.43
H 28.717 -4.864 26.211  0.21
H 22.500 -13.222 33.992  0.33
H 22.193 -8.512 26.874  0.67
H 27.245 -11.428 26.193  -0.48
H 25.810 -3.012 25.921  0.47
H 24.871 -5.401 19.980  0.27
H 17.834 -5.763 27.580  0.28
H 30.905 -6.529 24.324  0.53
H 28.943 -13.018 24.032  0.48
H 18.038 -10.867 30.590  0.36
H 23.853 -4.575 25.660  0.08
H 15.363 -5.611 28.307  0.39
H 14.972 -6.681 26.948  0.34
H 26.954 -12.216 27.734  0.52
H 23.111 -1.376 24.389  0.30
H 23.474 -3.378 26.964  0.58
H 23.736 -4.035 20.436  0.08
H 31.929 -4.151 25.250  -0.08
H 15.562 -9.867 29.055  0.30
H 31.284 -4.930 32.050  0.43
H 24.940 -5.787 23.718  0.17
H 19.917 -11.905 30.116  0.25
H 33.328 -5.178 25.049  0.32
H 22.214 -6.988 27.702  0.36
H 21.587 -6.646 29.978  0.40
H 23.875 -4.753 30.834  0.02
H 23.653 -9.043 29.796  -0.93
H 15.951 -11.533 29.626  0.35
H 29.571 -8.355 30.131  0.52
H 28.203 -4.731 27.957  -0.34
H 20.812 -2.981 21.309  0.42
H 24.963 -10.143 26.914  -0.13
H 21.186 -12.131 34.324  0.42
H 19.665 -12.406 28.421  0.40
H 24.455 -1.980 23.380  -0.02
H 22.312 -9.906 30.735  0.76


No. 2
# C35H35N5NiO7P

A structure of composition C35H35N5NiO7P in a non-equilibrium geometry (ωB97M-V with the def2-TZVPD basis set, OMol25).

Results
Expectation value of S²: 2.01
Net charge: +1
F_max in eV/Å: 1.07
Multiplicity: 3
Electronic energy in Eh: -4004.699380
Orbital gap (spin up / spin down) in eV: 6.28 / 6.26

Each line ends with the Löwdin spin population.
Positions of all 84 atoms, in Å:
Ni -0.118 0.369 -0.392  1.67
P -2.375 0.975 -0.119  0.03
O -2.927 2.426 -0.522  0.01
O 2.946 1.707 -6.688  0.00
O 4.921 1.685 -5.826  0.00
O 0.962 1.988 -0.038  0.06
O -2.704 0.761 1.406  0.00
O -3.502 0.071 -0.819  0.02
O -0.908 -1.720 -0.130  0.03
N 0.109 1.032 -2.452  0.04
N 3.734 1.461 -5.796  0.00
N 1.664 -0.589 -1.003  0.03
N 0.165 0.871 2.534  0.01
N 0.072 0.009 1.611  0.07
C 3.719 -1.732 -0.592  0.00
C -3.990 0.995 2.042  0.00
C -0.278 -1.285 2.093  0.01
C 0.485 2.162 2.293  0.00
C -1.084 -3.827 2.887  0.00
C 0.769 5.233 4.453  0.00
C 1.344 0.774 -2.936  0.00
C -0.650 1.892 -3.099  0.00
C 0.421 3.034 3.460  0.00
C 4.255 -1.240 -1.752  0.00
C -0.239 2.536 -4.269  0.00
C 3.170 0.972 -4.519  0.00
C 1.831 1.338 -4.122  0.00
C -0.054 2.589 4.707  0.00
C -4.827 -0.886 -2.558  0.00
C 0.829 4.373 3.341  0.00
C -2.737 4.718 -1.182  0.00
C -4.775 -0.287 2.174  0.00
C -1.620 -2.517 -1.074  0.00
C -1.241 -3.441 1.560  0.00
C -0.104 3.445 5.781  0.00
C -3.730 0.100 -2.240  0.00
C 0.309 4.779 5.662  0.00
C 0.924 2.674 1.042  0.00
C 0.996 2.256 -4.790  0.00
C 1.360 4.044 0.986  0.00
C -0.825 -2.179 1.172  0.00
C 2.409 -1.376 -0.251  0.00
C -2.105 3.611 -0.378  0.00
C -0.111 -1.694 3.408  0.00
C -0.513 -2.960 3.805  0.00
C 3.959 0.167 -3.789  0.00
C 2.180 -0.104 -2.148  0.00
C 3.476 -0.400 -2.566  0.00
C 1.308 4.841 2.074  0.00
H 1.721 4.406 0.032  0.00
H -2.660 -2.633 -0.766  0.00
H -1.683 -4.125 0.852  0.00
H 4.286 -2.377 0.064  0.00
H -3.768 4.881 -0.872  0.00
H -0.383 1.565 4.808  0.00
H -4.017 1.113 -2.528  0.00
H -3.738 1.403 3.019  0.00
H -5.058 -0.683 1.201  0.00
H -0.378 -3.269 4.833  0.00
H -5.743 -0.619 -2.031  0.00
H -2.803 -0.162 -2.760  0.00
H -1.095 3.388 -0.724  0.00
H -4.529 1.756 1.476  0.00
H 0.265 5.441 6.515  0.00
H 1.326 2.730 -5.700  0.00
H 4.961 -0.053 -4.132  0.00
H 1.955 -1.740 0.664  0.00
H 0.331 -1.001 4.109  0.00
H -0.470 3.083 6.734  0.00
H -4.189 -1.039 2.704  0.00
H -0.898 3.243 -4.752  0.00
H -2.730 4.485 -2.248  0.00
H 1.093 6.260 4.338  0.00
H -1.571 -1.980 -2.018  0.00
H -2.181 5.643 -1.030  0.00
H -1.145 -3.491 -1.191  0.00
H -1.406 -4.813 3.192  0.00
H -5.682 -0.093 2.749  0.00
H -4.540 -1.896 -2.266  0.00
H -2.052 3.868 0.682  0.00
H 5.268 -1.484 -2.049  0.00
H 1.633 5.873 2.002  0.00
H -5.031 -0.881 -3.629  0.00
H -1.625 2.099 -2.676  0.00


No. 3
# C5H8NO

The ion C5H8NO with charge +1 in a non-equilibrium geometry (ωB97M-V with the def2-TZVPD basis set, OMol25).

Results
Net charge: +1
F_max in eV/Å: 2.47
Electronic energy in Eh: -324.830912
ΔE to the lowest compared entry with this formula, charge and spin in kcal/mol: 130.6
Orbital gap in eV: 9.18

Each line ends with the natural charge from an NBO analysis.
Positions of all 15 atoms, in Å:
O -0.137 1.416 -1.446  -0.53
N 1.170 -0.523 -0.383  -0.61
C -0.022 -0.635 0.492  -0.09
C -0.377 0.578 1.190  -0.34
C 1.751 0.758 -0.506  0.10
C -1.294 -0.009 -0.026  -0.35
C -1.274 1.016 -1.170  0.46
H -0.602 0.468 2.183  0.25
H 0.871 -1.013 -1.217  0.43
H -0.221 -1.676 0.794  0.27
H -2.151 -0.683 0.054  0.27
H -2.253 1.343 -1.686  0.22
H 2.433 0.814 -1.350  0.16
H 0.140 1.500 0.901  0.29
H 2.050 -0.834 0.124  0.48


No. 4
# C4H12

A cluster of 2 separate species, C4H12 in total in a non-equilibrium geometry (ωB97M-V with the def2-TZVPD basis set, OMol25).

Results
Expectation value of S²: 0.75
Net charge: +1
F_max in eV/Å: 2.11
Multiplicity: 2
Electronic energy in Eh: -159.155825
ΔE to the lowest compared entry with this formula, charge and spin in kcal/mol: 8.8
Orbital gap (spin up / spin down) in eV: 13.47 / 4.56

Each line ends with the Löwdin spin population.
Positions of all 16 atoms, in Å:
C -1.195 2.313 1.138  0.06
C 0.315 -1.697 -0.123  0.19
C -0.477 1.726 -0.026  0.15
C 1.346 -2.354 -0.943  0.19
H -1.140 1.422 -0.837  0.00
H 1.696 -1.712 -1.773  0.05
H -2.122 1.794 1.397  0.01
H 2.090 -2.911 -0.359  0.01
H -0.703 -1.882 -0.514  0.04
H 0.411 -2.003 0.914  0.00
H 0.255 2.441 -0.436  0.03
H -1.538 3.321 0.853  0.04
H -0.610 2.425 2.051  0.01
H 1.101 -3.239 -1.618  0.09
H 0.205 0.843 0.136  0.06
H 0.446 -0.576 -0.177  0.08


The lowest F_max belongs to which entry?
C35H35N5NiO7P